(1)
DFT (ωB97M-V with the def2-TZVPD basis set) results for an isolated ion of composition C11H19F5N5 and charge +1.

Geometry as XYZ:
```
40
Properties=species:S:1:pos:R:3:mulliken_charge:R:1
C -3.5093 3.3116 -0.3313 -0.885
C -3.5509 2.2102 0.9221 -0.407
C -2.4905 1.0008 0.5136 -0.405
C -3.1775 -0.1332 -0.4991 -0.607
C -2.0226 -1.0749 -1.2516 -0.265
C -2.0858 -2.5464 -0.5244 -0.777
C -0.6024 -3.1010 -0.0358 -0.747
C 0.1731 -2.1053 1.0118 0.005
C 1.5935 -1.6499 0.3316 0.380
N 2.5026 -2.3059 -0.6842 -0.300
N 3.5869 -1.4094 -0.8258 -0.354
N 3.5575 -0.2438 -0.0763 0.674
C 4.5258 0.9093 0.0676 0.673
F 5.3662 0.6025 1.2838 -0.252
F 3.9006 2.2278 0.3223 -0.227
C 5.5792 1.0944 -1.1749 0.579
F 5.7823 2.5826 -1.3346 -0.212
F 6.9354 0.5580 -0.7974 -0.191
F 5.0946 0.6113 -2.4884 -0.187
N 2.3464 -0.3733 0.6380 0.251
N 1.7699 0.4577 1.5857 -0.748
H -2.6469 3.0292 -1.0842 0.237
H -4.5330 3.2197 -0.8907 0.243
H -3.3097 4.3924 0.1166 0.294
H -3.1820 2.7020 1.9397 0.291
H -4.6152 1.7344 1.0756 0.285
H -2.1579 0.4107 1.4738 0.140
H -1.5308 1.4188 -0.0573 0.179
H -3.7246 0.4421 -1.3733 0.262
H -3.9878 -0.7905 0.0699 0.324
H -0.9532 -0.5921 -1.1709 0.126
H -2.3466 -1.1484 -2.3900 0.393
H -2.4974 -3.3031 -1.3350 0.292
H -2.7952 -2.5877 0.4056 0.363
H 0.0223 -3.3503 -1.0063 0.376
H -0.7994 -4.1307 0.5255 0.293
H -0.5337 -1.1991 1.2810 -0.111
H 0.4322 -2.7082 1.9980 0.451
H 2.2342 0.3994 2.5183 0.279
H 1.6495 1.4386 1.2509 0.285
```

HOMO level	-13.08	eV
energy	-1202.961851	a.u.
structure (SMILES)	CCCCCCCCc1nnn(C(F)(F)C(F)(F)F)[n+]1N
gap between HOMO and LUMO	7.201	eV
net charge	+1

(2)
DFT (ωB97M-V with the def2-TZVPD basis set) results for C11H19F6N3O8RhS2 as an isolated structure.

Geometry as XYZ:
```
50
Properties=species:S:1:pos:R:3:mulliken_charge:R:1
Rh -0.5209 0.6688 0.3785 2.048
C -1.7700 -3.0162 -2.1513 -0.967
N -0.3507 -2.6551 -2.0526 0.078
C 0.5041 -3.1410 -3.1332 -0.957
C 0.0661 -1.8363 -1.1072 1.183
O -0.6940 -1.4234 -0.2022 -0.906
C 1.5141 -1.3571 -1.1345 -1.272
O 1.7169 -0.3728 -0.1407 -0.136
C 2.5181 -0.6914 0.9741 -0.847
C 1.7059 -0.5901 2.2574 0.686
O 0.5189 -0.2250 2.2168 -0.567
N 2.3072 -0.9134 3.3975 0.091
C 3.7423 -1.1701 3.5038 -0.927
C 1.5770 -0.7873 4.6576 -0.980
H -1.8552 -4.0951 -2.2695 0.333
H -2.2109 -2.5211 -3.0176 0.369
H -2.2924 -2.7018 -1.2564 0.260
H 0.2793 -4.1899 -3.3116 0.322
H 1.5569 -3.0607 -2.8843 0.380
H 0.3111 -2.5831 -4.0504 0.320
H 1.7263 -0.8973 -2.0999 0.536
H 2.1896 -2.2024 -0.9951 0.589
H 3.3404 0.0249 1.0130 0.490
H 2.9392 -1.6935 0.8834 0.431
H 4.1590 -1.5283 2.5678 0.367
H 3.9073 -1.9356 4.2580 0.315
H 4.2751 -0.2661 3.8039 0.318
H 0.5132 -0.8906 4.4764 0.248
H 1.7715 0.1801 5.1256 0.333
H 1.9071 -1.5770 5.3291 0.354
F -3.5828 3.2719 -1.2846 -0.203
C -3.8558 2.3834 -2.2377 0.548
F -4.8502 1.6028 -1.8404 -0.193
F -4.1844 3.0080 -3.3485 -0.188
S -2.3747 1.3336 -2.5087 0.934
O -2.1284 0.7671 -1.1795 -0.568
O -2.6916 0.4005 -3.5352 -0.622
N -1.3147 2.3991 -2.9638 -0.532
S 0.0325 2.7388 -2.2666 1.088
O 0.4544 1.7095 -1.2902 -0.833
O 1.0376 3.1459 -3.1803 -0.613
C -0.3408 4.2161 -1.2248 0.625
F -0.9667 3.8099 -0.1099 -0.185
F -1.1166 5.0500 -1.8865 -0.210
F 0.7929 4.8068 -0.8972 -0.215
C -2.0961 1.3480 2.9849 -0.542
O -1.4357 1.6571 1.7909 -0.491
H -2.4289 2.2685 3.4608 0.273
H -1.3727 0.8657 3.6525 0.143
H -2.9298 0.6651 2.8283 0.294
```

HOMO level (alpha / beta)	-13.14 / -13.36	eV
ΔE to the lowest compared entry with this formula, charge and spin	0.000	eV
energy	-2702.511617	a.u.
gap between HOMO and LUMO (alpha / beta)	10.712 / 7.735	eV
net charge	+1
multiplicity	5

(3)
DFT (ωB97M-V with the def2-TZVPD basis set) results for a 2-piece molecular cluster, C11H19N overall.

Geometry as XYZ:
```
31
Properties=species:S:1:pos:R:3:mulliken_charge:R:1
C 2.3132 -1.5502 -1.3126 -0.693
C 2.7950 -1.4130 -0.0032 -0.602
C 0.9702 -1.6253 -1.3316 0.418
C 1.6944 -1.2844 0.7990 0.513
C -0.0352 -1.9202 -2.3199 -1.206
C 1.7332 -0.9906 2.2281 -1.226
C -0.5107 3.2346 0.6471 -1.232
C -1.7253 0.9535 -1.3487 -1.515
C -2.7201 0.3130 0.8353 -1.122
C -0.4011 1.6343 0.5186 -0.331
C -1.5394 0.8688 0.0047 1.010
N 0.5853 -1.3411 -0.0430 0.020
H 3.0355 -1.6113 -2.1166 0.410
H 3.8163 -1.4756 0.3482 0.444
H 0.3856 -2.1185 -3.2554 0.400
H -0.5133 -2.8453 -2.0672 0.279
H -0.7191 -1.0885 -2.5365 0.198
H 1.8227 -2.0373 2.8902 0.246
H 2.5733 -0.3704 2.6700 0.277
H 0.7848 -0.5567 2.4910 0.297
H 0.4070 3.8490 0.7529 0.366
H -1.3127 3.5460 1.3062 0.340
H -0.9368 3.6076 -0.3412 0.288
H -2.6413 0.5870 -1.7277 0.337
H -0.2305 -1.1142 0.5306 0.190
H -1.0001 1.2623 -2.0771 0.449
H -2.8307 1.0433 1.6283 0.312
H -3.6033 0.4345 0.3211 0.458
H -2.4900 -0.7906 1.1414 0.216
H 0.4041 1.5081 -0.1212 0.367
H -0.1110 1.2910 1.4890 0.092
```

HOMO level	-7.54	eV
ΔE to the lowest compared entry with this formula, charge and spin	3.316	eV
energy	-485.188072	a.u.
structure (SMILES)	Cc1ccc(C)[nH]1.C=C(C)CC
gap between HOMO and LUMO	8.369	eV

(4)
DFT (ωB97M-V with the def2-TZVPD basis set) results for a 2-piece molecular cluster, C11H19N2 overall.

Geometry as XYZ:
```
32
Properties=species:S:1:pos:R:3:mulliken_charge:R:1
C -2.9943 -1.7929 -0.8461 -0.656
C -0.7884 3.1024 -1.9680 -0.069
C -1.8963 -1.2670 -1.3432 -0.853
C 0.4891 1.7754 1.7341 -0.152
C 0.3812 0.8983 0.7587 0.026
C -0.7058 -0.8295 -0.5790 1.016
C 0.5113 -1.7647 -0.7015 0.257
C 1.8027 2.4458 2.0911 -1.103
C 1.4436 -1.3177 -1.8886 -1.290
C 1.2654 -2.0844 0.5576 -1.494
C -2.0396 0.9661 0.3333 -1.432
N -0.5200 2.0379 -1.7155 -0.302
N -0.7554 0.2763 0.1464 0.405
H -3.8464 -2.0849 -1.5132 0.282
H -3.1764 -2.1173 0.1113 0.324
H -0.7971 4.0995 -2.3721 0.387
H 0.0053 -2.7155 -1.0229 0.543
H -1.5950 -1.1095 -2.4268 0.289
H -0.3209 2.1016 2.2923 0.488
H 1.3175 0.4120 0.4194 -0.266
H 2.0672 2.5467 3.1952 0.327
H 1.8899 3.4961 1.6333 0.259
H 2.5463 1.8275 1.4740 0.313
H 0.7838 -0.9661 -2.6821 0.380
H 2.0745 -2.0153 -2.4031 0.390
H 1.9031 -0.4703 -1.5571 0.368
H 0.5647 -2.0551 1.4747 0.252
H 1.4881 -3.0668 0.4937 0.552
H 2.0748 -1.3703 0.6880 0.371
H -2.6121 0.7075 -0.5161 0.617
H -2.5724 0.5532 1.3252 0.249
H -1.7518 1.9933 0.2523 0.523
```

HOMO level	-13.14	eV
ΔE to the lowest compared entry with this formula, charge and spin	4.428	eV
energy	-539.668201	a.u.
gap between HOMO and LUMO	9.246	eV
net charge	+1

energy of number 1 (C11H19F5N5)?
-1202.961851 a.u.

Among the records above, which one has the lowest energy?
C11H19F6N3O8RhS2